DFT (ωB97M-V/def2-TZVPD) results for a molecular structure, C5H7N3O2.

Each line ends with the natural charge from an NBO analysis.
CARTESIAN COORDINATES (ANGSTROEM)
C  -3.296  0.180  -0.325  -0.410
N  -2.052  0.915  -0.231  -0.602
C  -0.857  0.331  -0.087  0.660
N  0.311  0.898  0.072  -0.507
C  1.216  -0.132  -0.162  -0.058
C  0.548  -1.308  -0.244  0.088
O  -0.783  -1.005  -0.245  -0.426
C  2.634  0.166  -0.257  0.493
N  3.658  -0.300  -0.757  -0.554
H  -4.111  0.901  -0.442  0.216
H  -3.295  -0.485  -1.199  0.207
H  -3.486  -0.421  0.576  0.199
H  -2.062  1.923  -0.149  0.420
H  0.831  -2.352  -0.185  0.227
O  3.509  0.555  1.323  -0.920
H  4.402  -0.074  0.379  0.493
H  2.833  0.209  1.934  0.472

Computed properties:
Energy relative to the best compared isomer or geometry (same formula, charge and spin) = 109.47 kcal/mol
Kohn-Sham gap = 9.19 eV
LUMO = 0.508 eV
M = 141.13 g/mol
Strongest force on any atom = 4.55 eV Å⁻¹
Net charge = 0
Highest occupied orbital energy = -0.3190 hartree



DFT (ωB97M-V/def2-TZVPD) results for 15 unconnected molecules or ions with the total composition C29H44Br2Cl42F2N2O2P.

Each line ends with the Löwdin charge.
CARTESIAN COORDINATES (ANGSTROEM)
C  -1.920  -0.303  6.048  -0.092
C  -1.447  0.521  4.771  -0.186
C  -2.194  0.146  3.435  -0.268
F  -3.001  -0.944  3.848  -0.014
N  -1.392  -0.173  2.205  -0.055
C  -0.186  -1.007  2.572  -0.051
C  -0.253  -2.227  3.552  -0.308
C  0.612  -3.429  2.954  -0.065
F  0.379  -1.960  4.800  -0.056
C  -0.886  1.068  1.457  -0.465
Br  -1.007  2.778  2.565  0.953
C  0.617  1.200  1.035  -0.282
C  1.261  0.405  -0.148  -0.650
C  2.839  0.616  0.029  -0.207
Br  0.881  1.166  -1.967  0.729
C  -1.753  1.573  0.212  -0.426
N  -2.950  2.368  0.637  0.002
O  -2.124  0.640  -0.775  -0.224
C  -1.913  -0.684  -0.308  -0.172
C  -2.321  -0.867  1.214  -0.490
O  -3.676  -0.408  1.287  -0.058
P  -2.550  -2.737  1.344  0.997
C  -1.416  -3.726  0.231  -0.280
C  -4.302  -3.219  0.811  -0.256
H  -1.722  -1.392  5.968  0.067
H  -3.004  -0.115  6.255  0.090
H  -1.368  0.118  6.926  -0.007
H  -1.750  1.573  5.025  0.090
H  -0.338  0.536  4.762  0.101
H  -2.979  0.923  3.266  0.154
H  0.602  -0.406  3.097  0.154
H  0.187  -1.438  1.609  0.113
H  -1.232  -2.672  3.804  0.090
H  1.359  -3.088  2.201  0.024
H  1.205  -3.888  3.786  0.057
H  -0.041  -4.260  2.587  0.022
H  0.742  2.270  0.711  0.098
H  1.366  1.158  1.872  0.113
H  1.151  -0.698  -0.187  0.037
H  3.310  -0.151  -0.623  0.017
H  3.175  0.422  1.074  0.081
H  3.162  1.605  -0.366  -0.003
H  -1.128  2.348  -0.312  0.125
H  -3.726  1.914  0.143  0.016
H  -2.904  3.296  0.214  0.087
H  -2.670  -1.308  -0.867  0.133
H  -0.940  -1.154  -0.593  0.117
H  -4.070  -0.417  0.402  0.028
H  -1.685  -3.522  -0.844  0.050
H  -1.619  -4.811  0.413  0.031
H  -0.330  -3.473  0.320  0.034
H  -4.198  -4.216  0.301  0.056
H  -4.971  -3.372  1.685  0.035
H  -4.746  -2.514  0.069  0.016
C  -1.878  0.611  -5.242  -1.511
Cl  -2.218  -1.042  -5.768  0.540
Cl  -2.776  1.774  -6.224  0.558
Cl  -2.268  0.811  -3.530  0.552
H  -0.817  0.800  -5.375  0.016
C  4.850  -2.960  0.558  -1.495
Cl  5.901  -1.580  0.228  0.566
Cl  3.158  -2.543  0.237  0.587
Cl  5.336  -4.358  -0.404  0.554
H  4.945  -3.218  1.608  0.022
C  -1.222  -6.486  4.564  -1.539
Cl  -1.925  -6.241  2.960  0.548
Cl  0.542  -6.440  4.484  0.553
Cl  -1.821  -5.270  5.698  0.553
H  -1.526  -7.459  4.918  -0.084
C  4.806  4.806  -1.053  -1.513
Cl  5.777  3.927  0.136  0.530
Cl  5.790  5.275  -2.440  0.491
Cl  3.427  3.828  -1.575  0.524
H  4.426  5.708  -0.583  0.020
C  -7.851  -4.318  -1.259  -1.524
Cl  -7.151  -2.870  -2.000  0.524
Cl  -7.133  -5.776  -1.950  0.537
Cl  -7.631  -4.286  0.495  0.540
H  -8.915  -4.328  -1.470  0.018
C  -4.175  3.130  -9.305  -1.576
Cl  -3.180  4.541  -9.682  0.506
Cl  -5.887  3.487  -9.568  0.524
Cl  -3.673  1.738  -10.271  0.527
H  -4.038  2.883  -8.256  -0.071
C  0.712  -10.090  6.965  -1.516
Cl  2.165  -10.392  6.006  0.534
Cl  1.100  -9.146  8.406  0.537
Cl  -0.513  -9.262  5.991  0.559
H  0.307  -11.046  7.280  0.017
C  3.537  6.239  -5.625  -1.556
Cl  3.283  7.079  -4.091  0.504
Cl  2.431  4.867  -5.774  0.512
Cl  3.339  7.350  -6.984  0.536
H  4.553  5.860  -5.641  -0.048
C  4.455  -6.678  -3.283  -1.568
Cl  3.513  -8.097  -3.755  0.527
Cl  6.074  -7.153  -2.753  0.514
Cl  4.550  -5.521  -4.615  0.521
H  3.952  -6.198  -2.450  -0.017
C  8.323  7.312  -4.919  -1.543
Cl  8.060  8.151  -3.387  0.516
Cl  7.220  5.936  -5.072  0.515
Cl  8.122  8.423  -6.279  0.545
H  9.341  6.936  -4.932  -0.074
C  -5.139  6.946  -6.683  -1.539
Cl  -4.014  5.589  -6.543  0.500
Cl  -5.216  7.849  -5.166  0.522
Cl  -4.668  8.007  -8.015  0.529
H  -6.126  6.550  -6.895  0.015
C  -6.869  0.708  -0.672  -1.523
Cl  -5.402  0.467  -1.640  0.563
Cl  -6.509  1.628  0.794  0.573
Cl  -8.112  1.520  -1.627  0.563
H  -7.247  -0.266  -0.379  -0.008
C  0.419  1.313  9.392  -1.525
Cl  1.482  2.671  9.008  0.528
Cl  -1.274  1.762  9.149  0.539
Cl  0.840  -0.102  8.416  0.542
H  0.555  1.058  10.437  0.016
C  11.666  6.383  -1.874  -1.517
Cl  10.934  7.864  -1.249  0.521
Cl  11.371  5.031  -0.775  0.529
Cl  11.045  6.015  -3.491  0.567
H  12.737  6.536  -1.947  0.016

Computed properties:
Energy relative to the best compared isomer or geometry (same formula, charge and spin) = 50.00 kcal/mol
Kohn-Sham gap = 8.17 eV
LUMO = -2.519 eV
M = 2170.49 g/mol
Strongest force on any atom = 4.92 eV Å⁻¹
Net charge = +1
Highest occupied orbital energy = -0.3929 hartree



DFT (ωB97M-V/def2-TZVPD) results for a molecular structure, C20H40Br20.

Each line ends with the Löwdin charge.
CARTESIAN COORDINATES (ANGSTROEM)
Br  -1.592  10.626  4.897  0.589
C  -1.994  12.554  5.055  -0.752
C  -1.679  13.145  6.398  -0.674
Br  -3.144  12.800  7.612  0.647
H  -3.045  12.690  4.806  -0.019
H  -1.537  13.105  4.233  -0.018
H  -1.585  14.223  6.272  0.048
H  -0.771  12.758  6.850  0.055
Br  -6.572  11.304  -0.514  0.572
C  -5.589  11.885  1.099  -0.680
C  -5.361  13.372  1.219  -0.945
Br  -4.625  14.130  -0.416  0.580
H  -4.632  11.371  1.046  0.046
H  -6.140  11.499  1.954  0.037
H  -4.719  13.640  2.056  -0.160
H  -6.291  13.908  1.391  -0.091
Br  -6.262  16.197  1.406  0.748
C  -7.567  15.426  2.652  -0.720
C  -6.978  15.191  4.049  -0.608
Br  -5.769  13.636  4.077  0.785
H  -8.062  14.513  2.340  -0.215
H  -8.227  16.278  2.811  0.011
H  -7.846  15.029  4.684  0.005
H  -6.373  16.005  4.432  -0.016
Br  -8.811  20.270  1.805  0.634
C  -8.380  19.343  0.133  -0.665
C  -9.259  18.115  0.030  -0.716
Br  -9.007  17.337  -1.767  0.616
H  -7.303  19.214  0.102  0.042
H  -8.665  20.074  -0.618  0.048
H  -10.281  18.474  0.095  0.025
H  -9.050  17.323  0.738  -0.008
Br  -10.848  17.306  3.830  0.701
C  -10.017  17.605  5.592  -0.650
C  -9.800  19.117  5.769  -0.692
Br  -8.445  19.517  7.126  0.566
H  -9.044  17.128  5.667  0.011
H  -10.680  17.196  6.347  0.047
H  -10.664  19.731  6.011  0.056
H  -9.496  19.530  4.807  -0.013
Br  -2.489  13.542  1.794  0.780
C  -1.619  15.229  1.393  -0.615
C  -2.420  16.407  1.917  -0.641
Br  -2.333  16.578  3.883  0.613
H  -1.464  15.259  0.318  0.062
H  -0.640  15.258  1.867  0.056
H  -3.482  16.297  1.742  -0.031
H  -2.063  17.351  1.510  0.064
Br  -9.000  13.143  1.847  0.869
C  -10.075  14.745  1.623  -0.633
C  -11.017  14.528  0.461  -0.682
Br  -12.130  16.070  0.162  0.677
H  -9.359  15.505  1.305  0.014
H  -10.496  15.096  2.560  -0.013
H  -11.671  13.675  0.618  0.055
H  -10.503  14.416  -0.488  0.051
Br  -10.014  13.804  6.157  0.665
C  -10.472  13.374  8.006  -0.691
C  -11.091  11.964  8.042  -0.705
Br  -12.126  11.833  9.672  0.642
H  -11.241  14.038  8.385  0.037
H  -9.574  13.391  8.614  0.043
H  -10.414  11.118  8.047  0.055
H  -11.761  11.909  7.187  0.037
Br  -6.513  18.768  4.297  0.631
C  -4.953  19.886  3.818  -0.642
C  -5.001  20.177  2.360  -0.705
Br  -3.368  21.179  1.947  0.629
H  -4.020  19.389  4.078  0.030
H  -5.037  20.722  4.507  0.061
H  -5.825  20.777  1.987  0.021
H  -4.992  19.258  1.776  0.033
Br  -4.881  17.848  7.871  0.589
C  -5.256  16.032  8.499  -0.652
C  -6.571  15.521  7.891  -0.642
Br  -8.095  16.404  8.763  0.607
H  -5.418  16.237  9.552  0.028
H  -4.390  15.414  8.297  0.001
H  -6.667  14.437  7.915  0.063
H  -6.659  15.791  6.844  0.013

Computed properties:
Energy relative to the best compared isomer or geometry (same formula, charge and spin) = 84.20 kcal/mol
Kohn-Sham gap = 9.52 eV
LUMO = 0.168 eV
M = 1878.62 g/mol
Strongest force on any atom = 3.97 eV Å⁻¹
Net charge = 0
Highest occupied orbital energy = -0.3437 hartree



DFT (ωB97M-V/def2-TZVPD) results for a single C8H9NO molecule.

Each line ends with the natural charge from an NBO analysis.
CARTESIAN COORDINATES (ANGSTROEM)
C  -2.540  1.101  -0.005  -0.691
C  -2.436  -0.364  0.035  0.665
C  0.130  -0.536  -0.052  0.125
C  0.491  0.827  -0.022  -0.246
C  1.938  1.110  -0.007  -0.152
C  2.857  0.162  0.046  -0.223
C  2.477  -1.186  -0.014  -0.177
C  1.128  -1.471  0.034  -0.229
H  -1.945  1.411  -0.810  0.228
H  -2.083  1.565  0.814  0.225
H  -3.732  1.633  0.010  0.244
H  -1.118  -1.772  0.030  0.369
H  -0.396  1.697  0.074  0.226
H  2.216  1.983  -0.082  0.180
H  3.756  0.424  -0.016  0.193
H  3.161  -1.964  0.095  0.216
H  0.741  -2.642  -0.118  0.199
N  -1.194  -0.937  -0.015  -0.567
O  -3.450  -1.041  0.002  -0.585

Computed properties:
Energy relative to the best compared isomer or geometry (same formula, charge and spin) = 96.79 kcal/mol
Kohn-Sham gap = 9.64 eV
LUMO = 0.849 eV
M = 135.17 g/mol
SMILES = CC(=O)Nc1ccccc1
Strongest force on any atom = 13.73 eV Å⁻¹
Net charge = 0
Highest occupied orbital energy = -0.3229 hartree



> Number 3 is which compound?

C20H40Br20



> Among the records above, which one has the lowest strongest force on any atom?

C20H40Br20